Entry 1:
# C24H46BNO16P2

A 5-piece molecular cluster, C24H46BNO16P2 overall (ωB97M-V/def2-TZVPD, the OMol25 dataset).

Properties
Total energy in Eh: -2907.8633
Structure (SMILES): CP(O)P(C)(CCC(N)=O)(CB(O)O)c1ccccc1.COC(=O)OC.COC(=O)OC.COC(=O)OC.COC(=O)OC
Gap between HOMO and LUMO in eV: 7.33
E_LUMO in eV: -0.0184
HOMO level in eV: -7.35

Last column: Mulliken charge in e.
Geometry (Å):
C1 1.461 -2.802 1.961  -1.01
P1 0.925 -2.060 0.242  0.25
O1 -0.622 -2.797 -0.067  -0.43
P2 2.461 -2.756 -1.186  1.12
C2 3.773 -2.176 0.133  -1.45
C3 1.584 -4.471 -1.132  -1.20
C4 0.532 -4.687 -2.406  0.09
C5 -0.584 -5.794 -1.852  0.16
N1 -2.079 -5.457 -1.679  -0.49
O2 -0.178 -7.025 -1.495  -0.55
C6 1.977 -1.456 -2.498  -0.62
B1 0.860 -0.338 -1.969  0.98
O3 -0.613 -0.485 -2.242  -0.73
O4 1.260 0.899 -1.234  -0.56
C7 3.803 -3.566 -2.278  0.03
C8 5.084 -4.381 -1.576  -0.25
C9 6.292 -5.096 -2.486  -0.39
C10 6.293 -5.049 -4.134  -0.42
C11 5.011 -4.293 -4.848  -0.49
C12 3.807 -3.573 -3.937  -0.44
H1 0.522 -2.872 2.658  0.43
H2 1.965 -3.868 1.771  0.31
H3 2.245 -2.085 2.495  0.29
H4 -0.939 -3.136 0.840  0.31
H5 4.701 -1.815 -0.522  0.46
H6 3.361 -1.192 0.655  0.37
H7 4.045 -3.027 0.893  0.26
H8 1.119 -4.742 -0.093  0.51
H9 2.452 -5.270 -1.317  0.47
H10 -0.096 -3.691 -2.587  -0.08
H11 1.072 -5.032 -3.393  0.43
H12 -2.475 -6.108 -0.947  0.30
H13 -2.547 -5.676 -2.600  0.28
H14 1.426 -2.040 -3.382  0.07
H15 2.914 -0.909 -2.994  0.30
H16 -0.680 -0.917 -3.154  0.29
H17 0.451 1.487 -1.077  0.20
H18 5.214 -4.502 -0.408  0.15
H19 7.192 -5.631 -1.934  0.27
H20 7.181 -5.553 -4.719  0.28
H21 4.998 -4.293 -6.041  0.26
H22 2.949 -3.070 -4.554  0.17
C13 -2.221 1.567 -4.032  -0.46
O5 -1.516 2.538 -4.804  -0.32
C14 -1.551 3.792 -4.288  0.76
O6 -2.117 4.130 -3.260  -0.55
O7 -0.848 4.607 -5.115  -0.31
C15 -0.799 5.969 -4.695  -0.61
H23 -2.126 0.601 -4.537  0.15
H24 -1.784 1.477 -3.033  0.21
H25 -3.284 1.820 -3.970  0.36
H26 -0.305 6.055 -3.722  0.28
H27 -1.806 6.398 -4.659  0.29
H28 -0.212 6.528 -5.429  0.22
C16 -4.150 1.596 4.726  -0.61
O8 -3.805 1.220 3.395  -0.32
C17 -2.578 0.652 3.275  0.64
O9 -1.789 0.451 4.184  -0.56
O10 -2.382 0.347 1.967  -0.33
C18 -1.122 -0.261 1.689  -0.37
H29 -5.150 2.038 4.705  0.23
H30 -4.177 0.718 5.381  0.27
H31 -3.450 2.345 5.110  0.29
H32 -1.028 -1.213 2.222  0.15
H33 -0.301 0.414 1.951  0.33
H34 -1.073 -0.462 0.615  0.32
C19 -7.126 2.688 9.568  -0.59
O11 -8.158 3.445 8.938  -0.31
C20 -8.044 3.530 7.589  0.80
O12 -7.162 3.027 6.910  -0.54
O13 -9.081 4.271 7.124  -0.30
C21 -9.090 4.446 5.709  -0.59
H35 -7.317 2.686 10.644  0.21
H36 -7.138 1.651 9.215  0.28
H37 -6.148 3.147 9.392  0.28
H38 -9.180 3.480 5.202  0.28
H39 -8.191 4.975 5.379  0.28
H40 -9.962 5.053 5.449  0.21
C22 4.165 1.575 -0.879  -0.37
O14 4.869 2.546 -1.650  -0.33
C23 4.834 3.800 -1.135  0.69
O15 4.269 4.138 -0.106  -0.54
O16 5.537 4.615 -1.962  -0.33
C24 5.586 5.977 -1.542  -0.61
H41 4.259 0.609 -1.383  0.08
H42 4.602 1.485 0.121  0.34
H43 3.102 1.828 -0.816  0.27
H44 6.080 6.063 -0.568  0.29
H45 4.580 6.406 -1.506  0.28
H46 6.173 6.536 -2.276  0.22

Force components x, y, z for each atom (eV/Å):
0.6 -0.6 0.2
-1.5 1.1 2.0
1.0 -0.7 2.4
0.3 -1.4 0.1
0.8 1.4 -0.6
0.9 -2.7 -1.2
-1.7 0.4 1.2
1.1 -5.6 1.3
2.1 -1.1 -0.7
-2.1 7.4 -1.8
-0.6 1.0 -1.6
-1.3 1.7 1.5
3.6 -0.4 -1.5
-2.6 -1.8 -1.9
5.2 -2.7 -4.0
0.7 -0.3 -4.1
-2.8 1.9 -1.7
-3.7 2.0 2.9
0.8 -0.5 3.6
3.1 -1.9 1.3
1.8 -0.1 -1.3
-1.2 2.1 0.8
-1.8 -1.6 -1.3
0.5 0.6 -2.2
-1.8 -1.0 1.6
0.8 -2.2 -0.8
-0.5 1.8 -1.6
0.6 0.8 -2.1
-2.0 1.6 0.5
1.4 -2.1 0.3
-1.1 0.5 2.2
0.9 0.6 -1.3
0.7 0.5 1.3
1.3 1.0 1.9
-1.8 -1.4 1.2
-0.1 0.6 2.0
1.6 -1.4 -0.4
-0.4 0.4 -2.7
-2.2 1.3 -1.2
-2.2 1.2 1.2
-0.2 0.2 3.0
1.9 -1.0 1.4
-0.3 -0.2 0.4
0.1 1.1 0.2
-0.2 0.1 0.4
0.8 -0.5 -1.5
-0.5 -0.8 0.5
0.0 0.5 0.1
0.1 0.3 -0.1
-0.2 0.1 -0.2
0.2 0.0 0.1
-0.2 0.0 -0.1
0.2 -0.1 0.2
-0.1 -0.4 0.0
-0.2 0.2 0.5
1.0 -0.5 -0.3
0.2 0.0 0.2
-1.1 0.2 -1.2
-0.4 0.3 1.2
0.3 0.1 -0.3
0.2 -0.1 -0.2
0.2 0.2 -0.1
0.0 -0.3 0.0
0.0 0.3 0.1
-0.1 -0.2 0.1
-0.4 0.2 0.3
0.4 -0.3 0.3
-0.1 0.2 -1.1
0.3 -0.1 -0.2
-1.2 0.7 0.9
0.8 -0.6 0.6
0.0 0.1 -0.5
-0.2 0.2 -0.3
0.1 0.2 -0.1
-0.2 -0.2 -0.1
0.2 0.2 0.1
-0.1 -0.2 0.0
0.1 -0.1 0.4
-0.4 -0.2 0.4
0.3 1.2 0.2
-0.3 -0.1 0.4
0.8 -0.4 -1.5
-0.5 -0.7 0.5
0.0 0.5 0.1
0.1 0.3 -0.1
-0.1 0.1 -0.1
0.5 -0.1 0.1
-0.2 0.0 -0.1
0.2 -0.1 0.2
-0.1 -0.4 0.0

---

Entry 2:
# CNO5S

A 2-piece molecular cluster, CNO5S overall (ωB97M-V/def2-TZVPD, the OMol25 dataset).

Properties
Total energy in Eh: -867.1637
Gap between HOMO and LUMO in eV: 7.09
E_LUMO in eV: 3.4500
Charge: -1
HOMO level in eV: -3.64
Energy above the lowest of the compared OMol25 structures with the same formula, charge and spin in kcal/mol: 28.1

Last column: natural (NBO) charge in e.
Geometry (Å):
C1 0.906 -2.404 0.567  1.04
N1 -0.657 1.943 0.045  0.74
O1 1.400 -1.469 0.994  -0.51
O2 -0.787 0.944 -0.865  -0.53
O3 0.505 -3.355 0.117  -0.54
O4 -1.344 2.864 -0.213  -0.42
O5 0.059 1.958 1.026  -0.44
S1 -0.081 -0.481 -1.670  -0.33

Force components x, y, z for each atom (eV/Å):
1.0 2.2 0.2
1.9 -1.3 0.1
0.8 1.6 1.4
-1.2 0.8 0.1
-1.8 -3.8 -1.4
-2.3 2.2 -1.1
0.9 -1.7 0.0
0.7 0.1 0.6

---

Entry 3:
# C9H15N6

An isolated ion of composition C9H15N6 and charge +1 (ωB97M-V/def2-TZVPD, the OMol25 dataset).

Properties
Total energy in Eh: -680.2053
Structure (SMILES): Cc1ccn(C(N)(N)[n+]2ccc(C)[nH]2)n1
Gap between HOMO and LUMO in eV: 9.97
E_LUMO in eV: -2.8271
Charge: +1
HOMO level in eV: -12.80
Energy above the lowest of the compared OMol25 structures with the same formula, charge and spin in kcal/mol: 6.6

Last column: natural (NBO) charge in e.
Geometry (Å):
C1 -2.217 3.656 0.223  -0.63
C2 -1.240 2.703 -0.591  0.20
C3 -0.209 2.997 -1.423  -0.32
C4 0.429 1.807 -1.686  -0.04
N1 -0.292 0.874 -1.018  -0.21
C5 -0.305 -0.584 -1.099  0.58
N2 -1.620 -0.982 -1.490  -0.82
N3 0.700 -1.146 -1.995  -0.87
N4 0.147 -1.008 0.283  -0.14
C6 -0.239 -0.661 1.522  0.07
C7 0.503 -1.383 2.441  -0.30
C8 1.373 -2.110 1.678  0.24
C9 2.432 -3.079 2.177  -0.65
N5 1.089 -1.919 0.379  -0.29
N6 -1.390 1.399 -0.449  -0.34
H1 -3.192 3.510 -0.304  0.23
H2 -2.287 3.245 1.181  0.22
H3 -1.975 4.692 0.342  0.24
H4 0.059 3.837 -2.011  0.25
H5 1.327 1.766 -2.315  0.24
H6 -2.292 -0.398 -1.064  0.42
H7 -1.809 -1.958 -1.294  0.39
H8 0.139 -1.262 -2.864  0.42
H9 1.507 -0.500 -2.222  0.40
H10 -1.046 -0.018 1.627  0.26
H11 0.749 -1.271 3.495  0.27
H12 2.135 -4.073 2.073  0.25
H13 3.447 -3.035 1.695  0.25
H14 2.581 -2.894 3.177  0.24
H15 1.494 -2.204 -0.470  0.46

Force components x, y, z for each atom (eV/Å):
-0.1 -2.0 -3.0
-3.1 1.9 2.2
2.0 -0.4 -1.5
0.0 0.7 -0.3
-0.2 -1.2 -1.2
0.6 1.1 -0.5
1.6 -1.1 -0.1
-0.5 1.0 -1.2
-1.2 0.2 0.5
0.3 -0.7 -0.5
1.0 0.7 0.2
1.7 -2.1 -0.6
0.8 1.4 -2.5
0.5 -0.1 2.1
0.7 0.4 1.3
0.5 0.5 0.7
-0.3 -0.7 1.5
0.5 0.5 -0.5
0.1 1.1 0.4
-0.5 -0.8 0.4
-0.9 0.8 0.5
0.0 0.0 -0.1
0.9 -0.1 0.5
-1.4 -0.9 0.6
-1.1 1.3 0.2
-1.1 0.1 -0.2
-0.8 -1.6 -0.2
-1.1 0.4 0.1
0.3 0.4 2.4
0.8 -0.7 -1.2

---

Entry 4:
# C22H51FN3O7PS2

A 3-piece molecular cluster, C22H51FN3O7PS2 overall (ωB97M-V/def2-TZVPD, the OMol25 dataset).

Properties
Total energy in Eh: -2797.2838
Structure (SMILES): [H]/N=C(\N)NCCCC[PH2](CCCCCCCCC)CC(=O)F.CCOS(C)(=O)=O.CCOS(C)(=O)=O
Gap between HOMO and LUMO in eV: 8.54
E_LUMO in eV: 0.3727
HOMO level in eV: -8.17

Last column: Mulliken charge in e.
Geometry (Å):
H1 -1.486 -5.756 1.662  0.24
N1 -1.938 -5.209 2.393  -0.64
C1 -3.085 -4.846 1.997  0.40
N2 -3.601 -5.235 0.725  -0.53
N3 -3.904 -4.048 2.860  -0.29
C2 -4.549 -2.892 2.193  -0.46
C3 -4.301 -1.567 2.917  -0.79
C4 -2.903 -1.346 3.504  -1.09
C5 -1.684 -1.733 2.652  -1.03
P1 -1.726 -1.200 0.831  0.82
C6 0.087 -0.993 0.690  -1.35
C7 0.524 0.459 0.972  -0.58
C8 1.618 0.961 0.019  -0.94
C9 2.822 0.032 -0.191  -0.25
C10 4.018 0.344 0.718  -0.91
C11 3.792 -0.023 2.200  -0.15
C12 4.707 -1.123 2.747  -1.06
C13 4.685 -2.428 1.936  -0.10
C14 5.796 -2.542 0.866  -1.25
C15 -2.011 -0.573 -1.072  -0.47
C16 -2.803 0.647 -1.040  0.08
O1 -3.991 0.764 -1.107  -0.60
F1 -2.053 1.757 -0.823  -0.08
H2 -4.432 -4.725 0.459  0.26
H3 -3.805 -6.225 0.711  0.24
H4 -4.643 -4.673 3.164  0.34
H5 -5.630 -3.050 2.179  0.42
H6 -4.263 -2.810 1.142  0.18
H7 -4.590 -0.748 2.257  0.32
H8 -5.004 -1.531 3.753  0.43
H9 -2.820 -1.846 4.467  0.43
H10 -2.815 -0.277 3.719  0.36
H11 -0.822 -1.219 3.091  0.62
H12 -1.463 -2.797 2.745  0.50
H13 -2.187 -2.469 0.412  -0.13
H14 -2.587 -0.128 1.219  -0.15
H15 0.408 -1.262 -0.316  0.69
H16 0.560 -1.713 1.358  0.45
H17 0.800 0.585 2.018  0.49
H18 -0.339 1.111 0.821  0.47
H19 1.995 1.897 0.438  0.41
H20 1.149 1.199 -0.936  0.29
H21 2.563 -1.021 -0.061  0.17
H22 3.156 0.142 -1.225  0.15
H23 4.197 1.420 0.650  0.43
H24 4.904 -0.138 0.311  0.36
H25 3.957 0.871 2.804  0.33
H26 2.762 -0.345 2.350  -0.04
H27 4.348 -1.352 3.754  0.40
H28 5.731 -0.769 2.879  0.40
H29 4.819 -3.257 2.631  0.45
H30 3.699 -2.551 1.486  0.02
H31 5.393 -2.741 -0.125  0.27
H32 6.499 -3.326 1.142  0.33
H33 6.368 -1.617 0.817  0.37
H34 -1.070 -0.351 -1.571  0.14
H35 -2.606 -1.317 -1.593  0.61
C17 -1.658 4.712 -0.986  -0.82
C18 -2.521 5.924 -0.708  -0.59
O2 -2.307 6.466 0.618  -0.25
S1 -1.016 7.357 0.848  1.23
C19 -1.496 8.048 2.392  -0.94
O3 -0.977 8.382 -0.151  -0.65
O4 0.121 6.513 1.045  -0.60
H36 -0.605 4.988 -1.049  0.35
H37 -1.952 4.253 -1.928  0.39
H38 -1.762 3.986 -0.187  0.25
H39 -2.367 6.711 -1.447  0.36
H40 -3.575 5.654 -0.731  0.30
H41 -2.385 8.655 2.243  0.31
H42 -0.667 8.662 2.737  0.37
H43 -1.685 7.239 3.092  0.31
C20 3.431 0.081 -5.952  -0.95
C21 1.943 0.350 -6.029  -0.27
O5 1.157 -0.863 -5.955  -0.35
S2 0.951 -1.515 -4.524  1.27
C22 -0.351 -2.613 -4.964  -1.05
O6 0.449 -0.514 -3.632  -0.54
O7 2.109 -2.276 -4.173  -0.65
H44 3.719 -0.284 -4.967  0.23
H45 3.981 1.000 -6.152  0.40
H46 3.722 -0.673 -6.683  0.27
H47 1.617 1.039 -5.248  0.27
H48 1.681 0.791 -6.988  0.29
H49 -1.215 -2.029 -5.268  0.31
H50 -0.580 -3.203 -4.079  0.38
H51 -0.007 -3.256 -5.769  0.37

Force components x, y, z for each atom (eV/Å):
0.0 0.0 0.0
-0.3 0.0 0.0
0.5 -0.2 0.1
-0.2 0.2 0.2
-0.2 0.0 -0.6
-0.2 0.1 0.2
-0.1 -0.3 0.4
0.2 0.2 -0.3
0.1 0.0 0.1
0.2 -0.2 0.7
0.3 -0.1 -0.2
-0.4 0.1 -0.2
0.1 -0.2 0.5
0.4 0.1 -0.1
-0.4 0.2 0.0
0.6 0.0 -0.2
-0.4 -0.2 0.2
0.4 0.1 0.0
-0.2 0.2 0.3
0.0 0.5 -0.2
-0.9 -0.4 -0.3
0.3 0.1 0.2
0.2 0.2 0.1
-0.1 -0.1 0.1
0.2 -0.1 -0.2
0.1 0.1 0.3
0.0 0.0 -0.1
0.3 0.0 0.0
0.0 0.0 -0.1
0.0 0.1 0.0
-0.1 -0.1 0.0
-0.1 0.0 0.1
0.0 0.0 0.0
-0.1 -0.1 -0.1
-0.1 0.1 -0.1
0.1 0.0 -0.1
-0.2 0.0 -0.1
0.0 0.1 0.1
0.1 -0.1 0.0
0.0 0.1 0.1
-0.1 0.2 -0.2
0.0 -0.1 -0.1
-0.1 0.0 -0.1
0.0 -0.1 -0.1
0.1 0.0 -0.1
0.1 -0.1 0.1
-0.2 0.0 0.1
-0.1 0.0 0.0
0.1 0.0 0.1
0.1 0.0 -0.2
-0.2 -0.1 0.0
-0.1 0.0 0.0
0.1 -0.1 -0.1
0.0 -0.1 -0.2
0.0 0.0 -0.1
0.1 -0.3 -0.1
0.2 -0.2 -0.1
0.2 0.3 0.1
-0.1 -0.2 -0.5
0.0 0.0 0.1
-0.2 -0.1 0.1
0.0 0.0 0.0
0.1 0.0 -0.1
0.1 0.0 0.0
0.0 0.0 0.0
-0.1 0.0 0.0
-0.1 -0.1 0.0
0.1 0.1 0.1
0.0 0.0 0.2
0.0 0.0 0.0
0.0 0.0 0.0
0.0 0.0 0.0
0.0 -0.2 0.1
0.3 0.4 0.0
0.0 -0.1 0.0
-0.2 -0.1 -0.3
-0.1 0.0 0.0
0.1 0.1 0.2
0.1 0.1 0.2
0.0 0.0 0.0
0.0 0.0 0.0
0.0 0.0 0.0
-0.1 -0.1 0.1
-0.1 -0.1 0.0
0.0 0.0 0.0
0.0 0.0 0.0
0.0 0.0 0.0

---

Entry 5:
# C4H15NO2

A 3-piece molecular cluster, C4H15NO2 overall (ωB97M-V/def2-TZVPD, the OMol25 dataset).

Properties
Total energy in Eh: -366.5569
Structure (SMILES): CCNCC.O.O
Gap between HOMO and LUMO in eV: 10.08
E_LUMO in eV: 0.8383
HOMO level in eV: -9.24
Energy above the lowest of the compared OMol25 structures with the same formula, charge and spin in kcal/mol: 59.1

Last column: natural (NBO) charge in e.
Geometry (Å):
C1 1.047 -1.001 -2.014  -0.64
C2 0.326 -1.153 -0.684  -0.23
N1 -0.313 0.107 -0.409  -0.66
C3 -1.487 0.201 0.523  -0.23
C4 -2.197 1.471 0.094  -0.61
H1 1.365 -2.007 -2.343  0.22
H2 0.561 -0.690 -2.933  0.21
H3 1.895 -0.318 -1.715  0.22
H4 0.986 -1.502 0.146  0.22
H5 -0.270 -2.072 -0.875  0.17
H6 -0.367 0.670 -1.252  0.38
H7 -2.086 -0.659 0.551  0.19
H8 -1.081 0.150 1.571  0.21
H9 -2.429 1.448 -0.966  0.20
H10 -1.585 2.342 0.152  0.21
H11 -3.239 1.814 0.715  0.22
O1 1.114 -0.984 2.444  -0.95
H12 1.280 -0.289 1.900  0.48
H13 1.885 -1.313 2.619  0.45
O2 1.746 0.998 0.971  -1.02
H14 1.936 1.857 1.196  0.47
H15 0.913 0.930 0.307  0.50

Force components x, y, z for each atom (eV/Å):
2.4 -0.4 0.9
-0.4 -1.7 -1.0
-0.6 0.1 0.9
2.1 1.2 0.4
-3.2 1.0 1.8
0.7 0.4 0.5
-0.8 0.8 0.5
-0.4 -0.7 -1.3
-0.2 0.7 -0.8
-1.0 0.8 0.6
-0.7 -0.3 0.2
-1.1 -1.3 -0.9
-0.2 0.8 -0.8
-0.5 -0.4 -0.1
0.8 0.6 0.5
2.9 -1.4 -1.7
-7.9 -1.0 1.3
0.8 3.8 -2.5
7.0 -3.3 1.9
-1.6 -2.6 -2.3
0.5 3.0 0.7
1.4 0.0 1.3

---

Entry 6:
# C5H9N2

An isolated ion of composition C5H9N2 and charge +1 (ωB97M-V/def2-TZVPD, the OMol25 dataset).

Properties
Total energy in Eh: -305.1243
Gap between HOMO and LUMO in eV: 10.20
E_LUMO in eV: -4.8286
Charge: +1
HOMO level in eV: -15.03
Energy above the lowest of the compared OMol25 structures with the same formula, charge and spin in kcal/mol: 66.3

Last column: natural (NBO) charge in e.
Geometry (Å):
C1 2.600 -1.370 0.710  0.36
C2 -0.005 0.835 1.244  -0.50
C3 0.456 -0.505 1.828  -0.25
C4 -0.415 0.844 -0.165  0.32
C5 -0.778 -0.144 -2.345  -0.44
N1 -0.402 -0.155 -0.961  -0.40
N2 1.628 -0.961 1.199  -0.59
H1 -0.832 1.237 1.842  0.29
H2 0.796 1.580 1.355  0.29
H3 0.664 -0.373 2.893  0.27
H4 -0.315 -1.276 1.727  0.23
H5 -0.764 1.795 -0.565  0.23
H6 0.119 -0.154 -2.971  0.25
H7 -1.348 -1.043 -2.583  0.25
H8 -1.369 0.739 -2.584  0.24
H9 -0.036 -1.050 -0.623  0.44

Force components x, y, z for each atom (eV/Å):
0.5 -0.2 -0.3
0.3 -0.2 0.6
-0.5 0.3 0.3
-0.2 0.2 -0.2
-0.2 0.0 -1.4
0.4 -0.2 0.9
0.0 -0.1 -0.1
0.0 0.0 -0.1
-0.1 0.0 -0.1
-0.1 0.0 -0.1
0.0 0.1 0.1
0.0 -0.2 -0.1
-0.1 0.0 0.1
0.0 0.1 0.2
0.0 0.0 0.1
0.0 0.2 0.1

---

Among the records above, which one has the lowest HOMO level? C5H9N2